The following is a DFT calculation (wB97M-V/def2-TZVPD) of a cluster of 2 separate species, C7H8N2O2 in total at a distorted geometry.

```
19
C7H8N2O2 wB97M-V/def2-TZVPD
C 1.565 1.339 -0.782
C 0.278 1.609 -1.139
C 1.843 0.178 -0.059
C -0.752 0.815 -0.774
C 0.832 -0.699 0.275
C -0.522 -0.420 -0.137
C -1.650 -1.226 0.354
N -1.605 -1.616 1.566
N 0.729 0.886 3.267
O 0.144 -0.366 3.406
O 1.018 1.444 4.275
H 2.190 2.171 -1.086
H 0.084 2.365 -1.847
H 2.853 -0.168 0.026
H -1.671 1.016 -1.138
H 0.824 -1.677 0.837
H -2.344 -1.319 -0.479
H -0.289 -0.546 2.583
H -2.486 -1.976 1.845
```

The net charge is 0. The value obtained for the HOMO energy is -0.3500 hartree. As for the total energy: -531.3905 a.u. As for the structure (SMILES): [H]/N=C/c1ccccc1.O=NO. Its LUMO energy is 0.008 Eh. The energy relative to the best compared isomer or geometry (same formula, charge and spin) is 4.5871 eV.